(1)
Density functional theory data (the ωB97M-V functional and the def2-TZVPD basis) for 2 unconnected molecules or ions with the total composition CH4N2OS in a non-equilibrium geometry.

Each line ends with the Löwdin charge.
Cartesian coordinates (Å):
N 1.2873 0.2979 0.1447  -0.72
H 1.9800 -1.6665 -0.0573  0.07
S 1.2519 1.7952 0.1672  0.70
C 2.0176 -0.6327 0.1384  0.06
H -2.1644 0.6601 0.2128  0.10
O -0.8428 -0.3048 -0.8240  -0.21
N -1.3754 -0.0083 0.5107  -0.06
H -0.5298 0.5602 0.8768  -0.01
H -1.6244 -0.7010 -1.1692  0.06

Summary:
E_tot = -623.24018 a.u.



(2)
Density functional theory data (the ωB97M-V functional and the def2-TZVPD basis) for 4 unconnected molecules or ions with the total composition C42H56IN4O16S in a non-equilibrium geometry.

Each line ends with the Löwdin charge.
Cartesian coordinates (Å):
C 0.3084 3.6349 -6.6429  -0.26
H -4.7139 3.7156 -5.8081  0.11
H 1.0093 -3.8262 5.4127  0.15
H -1.6887 3.8408 -2.8186  0.07
O -0.1331 -0.0677 0.4329  0.10
C 6.7271 -1.8802 5.1981  -0.08
C 6.4693 -3.8348 6.2844  -0.57
H 3.4942 -3.6055 5.5484  0.08
H -3.0371 2.2965 -5.1990  0.10
C -1.8960 6.6398 1.6185  -0.20
C -1.0243 2.3406 -1.3782  -0.17
O 0.1990 2.2909 -6.2152  -0.06
C -1.8678 1.2356 -2.0138  -0.36
N -2.3308 -0.5684 0.9145  -0.16
H -4.1178 0.9788 -3.6033  0.10
O -1.7771 1.1455 -3.4195  -0.05
C -0.2449 -1.4015 5.7677  -0.56
C -0.9907 1.8074 -5.6087  -0.38
C 0.5916 0.6400 -4.0211  -0.16
H -2.4946 -0.7637 -1.6022  0.13
H -0.2998 2.5955 -3.7868  0.08
S -0.1948 4.9623 -1.3233  0.96
C -1.5087 3.7576 -1.7520  -0.38
H 3.1508 -6.3632 8.6279  0.09
H 9.2412 -0.5734 5.5438  0.09
H 2.1830 -1.1434 4.4962  0.14
C 1.4801 -2.8629 5.6281  -0.32
C -2.0902 -0.0380 2.2554  -0.06
H -0.4623 -0.2671 -6.0971  0.12
O 0.6200 -6.5949 4.7019  0.16
O 0.1438 -1.4105 4.4678  0.04
H -1.0091 2.2791 -0.2958  0.11
C -4.1429 2.5060 -7.5240  -0.18
C 1.6340 -7.6307 7.7845  -0.33
H -3.5181 -2.1849 1.4552  0.09
H 0.7947 -8.2474 8.1180  0.16
C 1.1316 -7.1098 5.6407  -0.56
H 2.7434 -7.7810 9.6152  0.09
C -1.5811 -0.1925 -1.4351  0.01
H -3.0210 -0.0055 2.8144  0.10
O 5.9394 -4.7807 6.7715  0.16
H -2.6579 3.9818 -7.4287  0.12
H 1.6464 -6.3930 9.5406  0.09
C -5.1785 3.2223 -6.6581  -0.25
C -2.5709 -2.0050 0.9475  -0.06
H -2.0290 2.4637 -7.9651  0.11
C -1.2611 -0.2593 0.0343  -0.44
C 1.8183 0.9656 -3.1550  -0.73
N -1.0250 5.9875 2.2874  0.05
H -0.0483 6.1583 -3.9350  0.00
H 8.6030 -2.8842 4.8415  0.16
C 1.6813 3.8222 -7.4266  -0.70
H -4.2765 1.4256 -7.5014  0.09
O 2.3227 2.7973 -7.6860  -0.03
O 1.8850 5.0071 -7.7335  -0.04
H -0.7954 -0.6911 -1.9918  0.10
C 2.8428 -3.0709 6.2347  -0.02
C -4.3477 1.3323 -2.6137  0.01
H -6.9504 2.2639 -0.6971  0.10
C -0.6083 1.5972 -4.0993  -0.23
C -3.7453 1.9340 -0.4155  -0.12
O -1.1954 -0.8258 6.1849  0.16
C 0.2341 4.6173 -5.5591  -0.11
C 2.3368 -7.0074 8.9638  -0.02
H 2.6412 -9.4484 7.1040  0.14
H -5.6852 3.9820 -7.2550  0.11
C -0.7826 5.5408 0.2081  -0.70
O -6.1710 2.3335 -6.1389  -0.09
I 2.4908 2.9887 -3.2828  0.99
H -2.0285 3.6812 -5.3390  0.11
H 6.7164 -1.5140 4.1750  0.14
H 9.8814 -1.7830 6.6667  0.09
O 1.1060 -6.6171 6.9066  0.08
N -0.2971 5.2580 1.3658  0.06
C -3.3493 1.5199 -1.6759  -0.12
C -1.2490 0.4488 -6.3106  -0.09
H 1.6222 -2.4909 3.4794  0.14
H -2.6354 7.3080 2.0146  0.13
C 8.9697 -1.3293 6.2802  -0.02
H -1.7952 -2.5425 1.5013  0.09
H 0.9705 0.4329 -5.0134  0.11
H -2.3781 4.0525 -1.1774  0.08
H -1.7371 0.9878 2.1791  0.09
H -2.6794 -2.4056 -0.0569  0.08
C 0.1569 5.4472 -4.6937  0.07
O -1.8089 6.4206 0.2979  0.04
H -2.9840 2.0681 0.3421  0.11
H -1.2042 0.6190 -7.3835  0.13
C -5.9255 2.0368 -0.9570  -0.16
O 0.6101 -2.1369 6.5216  0.09
C 8.0815 -2.3735 5.6553  -0.33
H 1.5601 1.2886 -0.9935  0.04
O 5.9235 -3.0636 5.3137  0.04
H -6.2311 1.5831 -6.7390  0.07
C -2.6975 2.9087 -7.2333  -0.17
C -5.6410 1.6028 -2.2266  -0.06
H -6.4430 1.4860 -2.9387  0.10
H -4.3245 2.8117 -8.5568  0.11
C -2.5233 -0.2053 -6.0221  -0.12
H -1.3162 -0.5782 2.7931  0.07
H 2.7767 0.1398 -1.4291  0.07
H -0.4467 3.9275 -7.3701  0.13
H 2.6334 0.4134 -3.6082  0.06
H 1.1040 -0.3436 -1.5633  0.05
H 6.3167 -1.1167 5.8632  0.14
H 3.3015 -2.1120 6.4845  0.09
H -4.4635 -1.3173 -5.7101  0.02
H 8.4634 -0.8443 7.1156  0.09
H 0.2135 -0.3188 -3.6573  0.12
C -2.2139 2.7029 -5.7739  -0.10
N -4.9834 2.1970 -0.0319  0.08
H 0.0105 2.2961 -1.7078  0.05
C 2.5287 -8.3998 6.8410  -0.09
C 1.4648 -1.9635 4.4167  -0.08
H 3.5144 -7.9395 6.7379  0.14
O 7.6963 -3.3748 6.6199  0.09
C -3.5353 -0.8178 -5.8202  0.10
H 2.7674 -3.6434 7.1594  0.09
O 1.8306 -8.2690 5.5966  0.06
C 1.7811 0.4932 -1.6956  -0.17

Summary:
E_tot = -3752.68141 a.u.
net charge = -1



(3)
Density functional theory data (the ωB97M-V functional and the def2-TZVPD basis) for 2 unconnected molecules or ions with the total composition C3H10NS in a non-equilibrium geometry.

Each line ends with the Löwdin charge.
Cartesian coordinates (Å):
H -3.1463 0.2103 -0.1840  -0.04
H 0.0032 0.6672 0.2340  0.07
H 2.0325 2.3902 0.4460  0.05
H 2.8302 0.8919 1.0211  0.05
H 0.5711 -1.5466 0.5418  -0.06
C -3.1596 -0.6882 -0.8128  -0.74
H 1.1651 -0.0187 -1.0012  0.09
H -4.1584 -1.1318 -0.7160  -0.03
S -1.8638 -1.7434 -0.0585  0.07
C 1.0177 0.3408 0.0176  -0.35
H -3.1170 -0.3281 -1.8543  -0.01
H 1.3529 -0.6274 1.7751  0.04
N 1.3075 -0.8953 0.8007  -0.06
H 2.9887 1.1412 -0.4658  0.06
C 2.1761 1.3380 0.2564  -0.13

Summary:
E_tot = -573.22915 a.u.
net charge = -1